{
  "formula": "C72H180N12O24",
  "method": "ωB97M-V/def2-TZVPD",
  "gap_ev": 8.441,
  "energy_ha": -5313.43087,
  "smiles": "COCCNCCOC.COCCNCCOC.COCCNCCOC.COCCNCCOC.COCCNCCOC.COCCNCCOC.COCCNCCOC.COCCNCCOC.COCCNCCOC.COCCNCCOC.COCCNCCOC.COCCNCCOC",
  "de_lowest_kj_mol": 164.4,
  "species": ["O", "O", "O", "O", "O", "O", "O", "O", "O", "O", "O", "O", "O", "O", "O", "O", "O", "O", "O", "O", "O", "O", "O", "O", "N", "N", "N", "N", "N", "N", "N", "N", "N", "N", "N", "N", "C", "C", "C", "C", "C", "C", "C", "C", "C", "C", "C", "C", "C", "C", "C", "C", "C", "C", "C", "C", "C", "C", "C", "C", "C", "C", "C", "C", "C", "C", "C", "C", "C", "C", "C", "C", "C", "C", "C", "C", "C", "C", "C", "C", "C", "C", "C", "C", "C", "C", "C", "C", "C", "C", "C", "C", "C", "C", "C", "C", "C", "C", "C", "C", "C", "C", "C", "C", "C", "C", "C", "C", "H", "H", "H", "H", "H", "H", "H", "H", "H", "H", "H", "H", "H", "H", "H", "H", "H", "H", "H", "H", "H", "H", "H", "H", "H", "H", "H", "H", "H", "H", "H", "H", "H", "H", "H", "H", "H", "H", "H", "H", "H", "H", "H", "H", "H", "H", "H", "H", "H", "H", "H", "H", "H", "H", "H", "H", "H", "H", "H", "H", "H", "H", "H", "H", "H", "H", "H", "H", "H", "H", "H", "H", "H", "H", "H", "H", "H", "H", "H", "H", "H", "H", "H", "H", "H", "H", "H", "H", "H", "H", "H", "H", "H", "H", "H", "H", "H", "H", "H", "H", "H", "H", "H", "H", "H", "H", "H", "H", "H", "H", "H", "H", "H", "H", "H", "H", "H", "H", "H", "H", "H", "H", "H", "H", "H", "H", "H", "H", "H", "H", "H", "H", "H", "H", "H", "H", "H", "H", "H", "H", "H", "H", "H", "H", "H", "H", "H", "H", "H", "H", "H", "H", "H", "H", "H", "H", "H", "H", "H", "H", "H", "H", "H", "H", "H", "H", "H", "H", "H", "H", "H", "H", "H", "H", "H", "H", "H", "H", "H", "H"],
  "coordinates": [[-4.559, 8.667, -5.066], [-6.509, 1.758, 2.681], [-1.542, -1.718, -4.904], [10.156, -3.560, 5.045], [-5.322, 6.062, 2.360], [-3.979, 4.086, -3.908], [6.376, -1.048, -3.307], [1.136, 2.481, -4.177], [8.598, -4.824, 0.859], [5.895, 4.982, 7.400], [-1.318, 1.118, 2.611], [5.253, -3.545, 3.508], [-9.078, 0.684, -1.559], [3.663, 1.696, 2.353], [-7.002, 1.412, -6.111], [-3.677, 0.098, -1.245], [3.718, -6.430, -0.078], [2.878, -0.951, -6.411], [4.556, -8.692, 5.480], [-4.626, -2.394, 3.623], [1.624, 2.957, -9.040], [-0.028, 5.087, 5.430], [2.746, -0.882, -1.584], [-5.127, -5.098, 8.351], [-5.822, 6.433, -3.686], [-0.759, 0.905, -5.534], [-5.578, 3.833, 0.664], [1.888, 0.090, -8.739], [4.440, -7.167, 2.691], [7.173, -3.166, 5.406], [-2.145, 3.256, 4.072], [-7.196, -0.136, -3.757], [7.921, -4.180, -1.903], [-3.734, -3.843, 5.965], [-0.796, -0.089, -2.149], [4.201, 2.934, 4.877], [1.822, 0.832, -10.026], [6.957, -3.116, -2.081], [-5.307, 4.012, -3.327], [-6.457, 5.985, 1.508], [0.291, 3.100, -5.134], [3.248, -9.096, 5.165], [-6.073, -0.341, -4.676], [-5.162, -3.629, 5.607], [-5.803, 7.787, -3.213], [-10.133, 0.844, -0.650], [-2.116, -1.062, -6.028], [7.295, -5.130, 0.350], [-8.252, -0.521, -1.421], [2.822, -1.047, -8.770], [-1.017, 3.346, 3.137], [0.962, 4.251, -8.920], [-6.769, 4.506, 1.132], [5.562, -7.522, 3.567], [5.157, 3.397, 5.852], [7.371, -2.087, -3.143], [-5.450, 2.377, 0.626], [-1.600, 1.132, -2.076], [-3.878, 3.277, -5.083], [-6.396, 0.092, -6.105], [3.476, -2.011, -1.139], [4.353, -8.044, 1.508], [5.816, 6.257, 7.940], [0.992, 2.060, -9.945], [-5.882, -4.217, 9.183], [-3.714, -4.844, 8.399], [3.325, -7.669, 0.464], [5.447, -8.805, 4.394], [-5.559, 5.604, 3.684], [-5.656, 5.377, -2.698], [-3.035, 0.835, -2.270], [-1.101, 4.416, 6.065], [-2.232, 4.266, 5.096], [1.668, 3.448, -3.257], [-1.182, 2.352, 2.044], [4.775, -3.152, 4.785], [8.743, -4.618, 2.288], [3.012, 1.094, 1.261], [-4.677, -2.161, 2.216], [-1.192, -0.037, -6.612], [2.889, -1.497, -5.105], [4.380, -3.090, 2.476], [2.725, -1.865, -7.502], [3.167, 2.974, 2.683], [-3.327, -3.752, 7.379], [0.636, 0.137, -1.979], [-1.672, 0.096, 1.685], [-5.268, -3.521, 4.120], [-2.341, -2.864, -4.535], [4.108, 3.699, 3.633], [-5.762, 8.786, -4.384], [-6.258, 1.152, 3.952], [6.580, 0.163, -2.572], [-5.317, 1.642, 1.914], [-7.010, -0.421, -2.336], [7.444, -5.301, -1.138], [-7.208, 2.085, -7.359], [-3.305, -1.340, -1.308], [9.466, -2.915, 6.104], [11.432, -3.007, 4.846], [-0.022, 2.045, -6.159], [2.814, -5.767, -0.966], [1.122, 5.146, 6.221], [-4.582, 9.346, -6.321], [8.147, -3.596, 6.409], [5.809, -3.599, 5.790], [4.783, 4.648, 6.586], [1.356, -1.188, -1.770], [-0.692, 3.447, 6.331], [11.992, -3.612, 4.126], [-10.844, 0.002, -0.669], [-6.524, -1.398, -2.274], [3.213, -10.156, 4.947], [4.203, -9.076, 1.803], [-3.950, -2.827, 1.733], [-3.363, -1.688, -2.345], [-5.802, 9.800, -3.989], [-5.426, -2.685, 6.063], [0.953, -1.718, -0.864], [-5.194, 0.210, -4.321], [-3.329, -2.446, -4.441], [-5.850, -1.425, -4.694], [-2.301, 5.253, 4.634], [7.674, 0.307, -2.505], [-2.207, 2.351, 4.497], [6.008, -3.544, -2.449], [-3.577, 9.276, -6.787], [-7.167, 1.174, 4.528], [-3.083, -0.677, -5.836], [1.837, 5.722, 5.629], [-7.301, 6.511, 1.914], [-5.526, 1.775, 4.521], [-6.274, 6.194, 4.261], [-0.642, 2.458, -6.974], [2.371, -7.538, 1.004], [-4.513, 2.189, 0.071], [0.036, 1.769, -9.473], [6.425, -8.975, 4.856], [-0.354, 2.329, 1.304], [-1.819, -0.876, 2.186], [2.161, 0.698, -7.972], [-3.239, -5.812, 8.198], [-2.542, 0.400, 1.102], [5.603, -3.153, 6.758], [2.600, -8.791, 6.003], [1.922, 1.120, 1.468], [-2.234, -3.659, 7.303], [-6.203, 2.286, -7.763], [-5.190, 0.599, 1.671], [5.181, 2.592, 6.597], [1.117, 0.713, -2.798], [6.509, -5.765, -1.539], [-5.993, 3.885, -4.179], [1.454, 0.156, -10.817], [12.039, -2.953, 5.752], [1.034, 4.706, -9.917], [-0.876, 0.054, 0.937], [10.191, -3.053, 6.922], [4.722, -2.076, 4.798], [3.849, 4.539, 7.175], [-1.096, 4.379, 2.757], [0.803, 4.017, -2.902], [0.962, 5.600, 7.219], [-4.325, 3.717, -5.975], [2.372, 4.150, -3.769], [-3.167, 4.073, 5.647], [3.252, -8.498, -0.269], [-2.414, -1.750, -6.764], [-5.769, -3.175, 8.885], [4.795, -3.423, 1.519], [3.131, -2.279, -0.153], [-6.546, 5.253, -2.082], [3.310, 0.046, 1.225], [2.198, 2.840, 3.204], [-7.543, 4.591, 0.370], [-1.530, 1.672, -1.125], [-4.640, 5.698, 4.260], [-1.799, 0.593, -7.285], [-9.724, 0.939, 0.379], [6.406, -7.776, 2.881], [3.194, -2.833, -1.799], [5.050, 3.887, 3.110], [8.372, -1.647, -2.904], [-4.848, 5.635, -1.980], [-2.247, -3.572, -5.337], [6.653, 6.282, 8.611], [-0.082, 4.250, -8.605], [-10.619, 1.769, -0.928], [1.327, -1.954, -2.553], [11.347, -2.013, 4.400], [4.266, -1.994, 2.472], [1.421, 4.101, 6.407], [3.360, -3.519, 2.618], [0.902, 1.840, -6.725], [3.802, -2.081, -4.927], [-7.744, 1.423, -8.034], [-0.935, -0.494, -3.072], [-5.430, 3.193, -2.589], [-8.770, -1.477, -1.651], [7.825, -4.168, 2.658], [8.151, -6.131, -1.230], [-3.575, 1.761, -2.226], [-0.458, -0.598, -7.232], [-6.617, 8.060, -2.557], [1.728, -2.327, -7.422], [6.609, -4.303, 0.543], [3.878, -0.730, -8.932], [6.708, -2.547, -1.156], [-2.820, 3.067, -5.265], [2.676, -6.408, -1.849], [-5.082, 6.338, -4.371], [-4.304, 2.271, -5.024], [-4.745, -4.409, 3.701], [2.990, 3.630, 1.816], [9.650, -4.038, 2.371], [0.654, 4.035, -5.623], [-5.934, 4.601, 3.682], [2.599, -1.682, -9.632], [5.964, 6.994, 7.163], [-6.361, 1.956, 0.147], [-7.197, -0.576, -6.514], [-6.302, -3.540, 3.712], [4.512, -1.703, -1.226], [2.168, 2.921, -2.442], [4.637, -6.230, 2.369], [3.185, 1.682, 0.371], [-0.199, 0.534, -4.789], [-4.117, -1.764, -0.731], [-3.400, -4.755, 5.649], [-4.446, 2.034, 2.459], [-5.833, -4.428, 5.958], [4.554, 5.427, 5.833], [-7.219, 4.033, 2.009], [-7.653, 3.065, -7.111], [-5.517, -0.011, -6.771], [-6.619, 8.592, -5.060], [-5.509, -4.302, 10.232], [7.415, -3.504, 4.480], [5.345, -8.080, 0.974], [5.193, -9.598, 3.650], [7.428, -2.607, -4.109], [-7.750, 0.694, -3.939], [-4.762, 4.193, 1.169], [3.493, -2.685, -7.557], [-1.368, 4.946, 6.979], [7.763, -3.239, 7.362], [-4.404, -1.098, 2.103], [6.997, -6.032, 0.878], [-2.085, 2.533, 1.426], [2.873, 1.084, -10.297], [-1.929, -3.223, -3.587], [1.838, -5.519, -0.502], [6.249, 0.094, -1.537], [-1.273, 1.838, -2.865], [8.283, -4.706, 6.454], [4.302, 1.955, 4.681], [8.837, -3.859, -1.620], [-5.672, -2.383, 1.800], [-3.216, 0.211, -3.131], [0.847, 0.658, -1.020], [5.732, -4.690, 5.968], [-0.039, 3.239, 3.657], [-4.847, 10.407, -6.318], [5.831, -6.639, 4.135], [4.845, 6.379, 8.429], [0.748, 2.604, -10.858], [3.747, 4.708, 3.884], [-6.346, 0.346, -1.919], [-5.215, 8.863, -7.082], [-3.811, -2.844, 7.734], [-6.937, -4.498, 9.112], [1.526, 4.887, -8.252], [-0.678, 3.374, -4.674], [8.849, -5.603, 2.767], [3.802, -3.640, 4.924], [2.009, -2.148, -5.001], [-6.016, 6.400, 0.604], [-4.863, 7.911, -2.606], [3.264, -4.828, -1.271], [-5.793, 0.161, 3.807], [-7.899, -0.534, -0.370], [-3.484, -4.611, 9.453], [6.165, 3.608, 5.436], [2.962, -8.521, 4.275], [9.345, -1.835, 5.914], [2.877, -0.689, -4.366], [6.116, 0.993, -3.090], [-2.313, -1.445, -0.899]],
  "forces_ev_per_angstrom": [[0.7, 0.2, -1.5], [0.4, -0.2, 0.7], [0.0, 0.0, -0.2], [-0.4, -0.2, -0.6], [-0.1, 0.2, 1.1], [-0.8, -0.8, -0.1], [0.3, -0.3, 0.2], [0.7, 1.1, -0.1], [0.2, 0.5, 0.0], [-0.6, -1.0, -0.8], [-0.3, -2.3, 1.2], [-0.3, 0.2, -0.8], [1.1, -1.3, -0.9], [0.9, 0.2, 0.3], [0.6, -0.2, 0.7], [0.8, -1.8, 0.4], [0.1, 0.7, -0.4], [0.5, 0.0, -0.4], [0.3, -0.4, 0.3], [0.2, 1.4, 0.0], [-0.4, 1.2, 0.7], [-0.7, 0.8, -0.3], [-0.6, 0.3, 0.2], [-0.2, 0.2, 0.2], [-0.7, -0.9, -0.7], [0.4, 0.9, -2.3], [1.0, 0.4, 0.2], [-0.3, -0.2, -0.5], [-0.6, -0.6, -0.3], [-1.0, -0.4, 0.4], [0.0, 0.0, -0.3], [-1.3, -0.6, -0.4], [-0.6, 0.2, -0.6], [-0.3, -1.1, 0.5], [0.5, 0.4, 0.4], [-0.3, 0.9, -0.5], [1.8, -1.1, 0.1], [-0.5, 0.8, 0.1], [-0.2, 1.2, -0.7], [2.0, -1.7, -0.9], [-1.1, -0.1, -0.1], [-0.2, 1.2, -0.3], [-0.6, 0.4, 0.7], [0.9, -0.3, 0.6], [1.8, 0.5, 0.1], [0.6, -0.5, 0.7], [0.5, 0.0, 0.6], [1.0, 0.8, 0.9], [-0.3, 1.0, -0.3], [0.1, 0.6, -0.4], [-0.1, 1.2, 1.0], [0.9, -0.8, -1.3], [-0.5, 0.6, 1.1], [0.7, -0.6, -1.3], [0.3, -1.0, 0.2], [0.0, 0.4, 0.0], [-0.9, 0.5, -0.7], [0.9, 0.2, -0.5], [0.7, -0.4, 0.1], [-1.8, 0.1, -0.7], [-0.9, 0.9, -1.0], [1.5, 0.1, -0.3], [-0.1, -0.3, 0.0], [-1.1, 0.7, 1.6], [0.7, -0.5, 0.3], [-0.9, -0.5, -0.3], [-0.5, 0.3, 1.0], [-0.1, 0.9, -0.3], [0.2, 0.6, 0.0], [0.9, -0.2, 0.6], [-1.0, -0.5, 0.6], [1.2, -0.4, -0.1], [-0.6, 0.5, 0.0], [-0.4, 0.0, -0.8], [-0.3, 0.3, -1.7], [0.7, -0.7, -0.4], [-0.7, -1.2, -1.7], [-1.2, 0.3, 1.0], [0.2, -0.4, 1.0], [-0.1, 0.2, 0.9], [0.0, -0.5, -0.4], [-0.3, -0.4, 0.3], [0.0, 0.0, 0.5], [-0.8, 0.6, 0.5], [-0.2, 0.3, -0.2], [0.4, -0.4, 0.4], [0.5, 0.7, -0.2], [0.0, -1.0, -1.7], [1.3, 1.7, 0.0], [-0.2, -0.3, 0.4], [-0.9, -0.4, 0.8], [0.9, 0.9, -0.2], [1.4, -1.1, 0.0], [-0.3, 0.7, 0.3], [0.3, 0.7, -0.2], [0.0, -1.9, 0.0], [1.5, -0.5, 1.1], [-1.3, 2.2, 0.3], [1.3, -0.4, 0.8], [0.2, 0.0, -0.7], [-0.2, -0.1, -0.5], [0.0, -0.9, 0.3], [-0.1, -0.6, 0.2], [1.0, -0.7, -0.9], [0.1, 0.2, -1.0], [0.7, -0.4, 0.0], [-0.6, 0.6, -0.2], [0.8, -0.5, 0.8], [-0.2, -0.7, 0.5], [-0.3, -0.1, 0.1], [0.1, 0.2, -0.1], [0.2, 0.0, 0.2], [-0.2, -0.4, 0.1], [-0.4, -0.2, 0.3], [0.0, 0.2, -0.2], [0.1, 0.0, 0.2], [-0.5, 0.3, 0.2], [-0.4, 0.3, 0.2], [0.2, 0.6, -0.4], [0.3, -0.1, -0.1], [-0.8, -0.6, 0.3], [0.2, 0.4, -0.1], [-0.3, 0.0, -0.2], [-0.3, 0.4, -0.1], [0.1, -0.6, 0.0], [0.3, 0.0, 0.3], [-0.3, 0.1, 0.7], [-0.4, -0.4, 0.0], [-1.1, 1.1, 1.3], [0.2, -0.3, 0.4], [-0.5, 0.3, 0.0], [-0.2, -0.3, -0.3], [-0.4, 0.4, -0.4], [-0.3, 0.1, 0.5], [-0.1, -0.2, -0.4], [-0.7, -0.3, -0.2], [-0.1, 0.0, -0.3], [-0.1, -0.2, -0.4], [0.1, 0.3, 0.3], [0.1, 0.6, -0.1], [0.0, 0.0, -0.3], [0.0, 0.2, -0.2], [-0.5, -0.1, 0.2], [-0.2, 0.2, 0.2], [0.2, -0.4, -0.3], [0.2, -0.2, -0.3], [-0.3, 0.2, 0.6], [-0.3, 0.1, -0.4], [0.4, -0.5, -0.1], [0.6, 0.1, -0.1], [-0.3, -0.3, 0.4], [0.4, 0.9, 0.1], [-0.1, -0.3, 0.4], [0.0, 0.2, 0.4], [-0.2, 0.0, 0.3], [-0.3, 0.2, 0.1], [0.2, -0.5, -0.1], [-0.6, 0.4, 0.6], [-0.4, 0.6, 0.1], [0.4, -0.1, 0.0], [0.4, -0.4, -0.2], [0.3, 0.2, 0.4], [-0.1, 0.2, -0.4], [-0.1, 0.5, 0.1], [-0.4, -0.6, 0.3], [0.3, 0.2, -0.1], [0.0, 0.5, 0.0], [0.3, -1.6, -1.4], [0.0, 0.2, -0.1], [-0.1, 0.1, 0.2], [0.3, -0.2, 0.7], [-0.2, 0.0, -0.1], [0.2, 0.3, -0.4], [0.2, 0.1, -0.2], [-0.1, -0.4, -0.3], [0.5, -0.4, 0.2], [0.2, -0.3, -0.3], [0.3, -0.3, 0.0], [-0.3, 0.0, -0.3], [0.2, 0.3, 0.4], [0.6, -0.3, -0.2], [0.5, -0.3, 0.1], [-0.6, -0.2, -0.2], [-0.1, -0.1, -0.1], [-0.3, -0.7, -0.2], [0.1, 0.5, 0.7], [-0.1, -0.5, 0.1], [-0.3, 0.1, 0.0], [-0.5, 0.3, -0.5], [0.1, 0.3, 0.2], [0.2, -0.2, 0.1], [0.6, 0.3, -0.1], [0.5, 0.1, -0.2], [0.0, -0.7, 0.5], [-0.1, 0.0, 0.0], [-0.4, 0.4, -0.3], [-0.2, -0.1, 0.0], [0.3, 0.4, -0.4], [-0.3, 0.7, 0.1], [0.1, 0.5, 0.3], [0.3, 0.1, -0.3], [-0.3, 0.7, -0.8], [0.3, 0.9, 0.6], [-0.5, -0.3, 0.1], [0.1, 0.0, -0.1], [-0.2, 0.1, 0.4], [-0.3, 0.0, 0.2], [0.1, -0.3, -0.2], [0.0, 0.4, 0.0], [-0.3, 0.3, 0.1], [0.1, 0.0, 0.0], [-0.4, 0.0, 0.6], [-0.3, 0.0, 0.0], [0.1, -0.4, -0.2], [-0.1, 0.2, 0.5], [0.5, -0.6, 0.4], [0.0, -0.9, 0.1], [-0.2, -0.1, 0.1], [-0.1, 0.6, -0.2], [0.7, 0.2, -0.4], [0.6, 0.1, 0.2], [0.2, -0.1, 0.6], [0.2, -0.5, 0.2], [-0.1, 0.1, -0.2], [-0.2, 0.2, -0.1], [0.2, -0.2, -0.6], [0.3, -0.7, 0.0], [0.2, -0.6, 0.2], [-0.3, 0.2, -0.4], [-0.1, -0.2, 0.2], [0.1, 0.2, 0.0], [0.3, 0.2, 0.3], [-0.1, -0.2, -0.1], [-0.2, -0.7, -0.3], [-0.2, 0.4, 0.3], [0.2, 0.1, 0.3], [-0.4, 0.0, -0.5], [-0.1, 0.0, 0.2], [-0.4, 0.1, 0.3], [0.1, 0.0, 0.9], [0.1, 0.2, 0.2], [0.4, -0.1, 0.0], [-0.4, 0.1, -0.2], [-0.4, 0.7, 0.4], [-0.3, 0.1, 0.2], [0.2, -0.1, 0.2], [-0.1, -0.7, -0.3], [-0.7, -0.3, -0.3], [0.0, 0.5, 0.2], [-0.5, 0.2, -0.3], [-0.3, -0.1, -0.3], [0.4, -0.4, 0.0], [-0.4, 0.0, 0.1], [-0.3, 0.0, 0.2], [0.0, 0.6, 0.1], [0.2, -0.2, -0.1], [-0.1, 0.0, 0.3], [0.1, 0.2, 0.1], [0.1, 0.5, -1.2], [-0.4, 0.1, -0.6], [0.1, 0.1, -0.3], [-0.4, 0.0, -0.4], [-0.1, 0.0, 0.6], [0.0, 0.0, 0.4], [0.1, 0.4, 0.3], [0.3, -0.4, -0.5], [-0.4, -0.3, -0.3], [0.2, -0.2, 0.3], [-0.3, -0.1, 0.5], [0.5, 0.4, 0.2], [0.3, 0.0, 0.1], [0.3, -0.2, 0.3], [0.3, 0.1, 0.3], [0.1, 0.3, 0.1], [0.0, 0.3, 0.4], [0.1, 0.1, 0.3], [-0.7, 0.6, -0.3], [-0.5, 0.4, -0.2], [0.2, -0.1, 0.0], [-0.5, 0.1, 0.3], [0.0, -0.3, -0.4], [0.4, 0.4, -0.4], [-0.2, -0.4, 0.1], [-0.5, -0.3, 0.1], [-0.1, -0.3, -0.1], [-0.2, 0.0, -0.3], [-0.2, -0.1, -0.1], [0.1, -0.4, 0.1]],
  "mulliken_charge": [-0.290, -0.471, -0.109, -0.202, -0.432, -0.343, -0.110, -0.124, -0.500, -0.387, -0.571, 0.061, -0.276, -0.386, -0.218, 0.880, -0.029, -0.225, -0.368, -0.106, -0.348, -0.326, 0.013, -0.344, -0.346, 1.492, 0.379, 0.081, -0.096, -0.254, 0.082, -0.263, -0.200, -0.194, 1.005, -0.014, -0.870, 0.156, 0.448, -0.496, -0.430, -0.572, 0.962, -0.310, -0.588, -0.709, -0.291, 1.345, -0.679, -0.828, -1.184, -0.842, -0.746, -0.083, -0.725, -0.856, -0.572, 1.185, 0.451, -1.034, -0.625, -0.346, -0.717, -0.252, -0.694, -0.411, -0.890, -0.746, -0.285, -0.971, -0.219, -0.577, -1.105, -0.891, 0.964, -0.572, -0.046, -0.081, -0.218, -0.711, -0.726, -0.653, -0.443, -0.307, -0.880, 1.011, 0.480, -0.804, -0.968, -0.957, -0.671, -0.534, -0.745, 0.555, 0.191, -1.411, -0.853, -0.649, -0.695, -0.907, -0.098, -0.448, -0.830, -0.794, -0.651, -0.791, -0.174, -0.877, 0.362, 0.236, 0.291, 0.190, 0.263, 0.404, 0.426, -0.013, 0.448, 0.277, 0.264, -0.821, 0.217, 0.235, 0.257, 0.354, 0.273, 0.089, 0.254, 0.361, -0.185, 0.236, 0.468, 0.141, 0.332, 0.448, 0.392, -0.415, 0.102, 0.391, 0.226, 0.413, -0.007, 0.287, -0.421, 0.494, 0.255, 0.039, 0.392, 0.283, -0.166, 0.328, -0.660, 0.276, 0.307, 0.369, 0.390, 0.379, -0.234, 0.466, 0.301, 0.167, 0.312, 0.410, 0.348, 0.542, 0.303, 0.479, 0.346, 0.791, 0.299, -0.148, 0.435, 0.161, -0.161, 0.142, 0.359, 0.265, 0.037, 0.472, 0.217, 0.197, 0.306, 0.353, 0.397, 0.321, 0.335, 0.279, 0.320, 0.247, 0.343, 0.359, 0.463, 0.366, 0.348, -0.705, 0.447, 0.339, -0.583, -0.121, 0.457, -0.197, 0.437, -0.287, -0.142, 0.401, 0.230, -0.769, 0.372, 0.052, -0.700, 0.381, 0.295, -0.225, 0.294, 0.414, 0.168, 0.459, 0.116, 0.410, 0.286, 0.229, 0.486, 0.398, -0.266, 0.076, -0.024, 0.325, -0.615, 0.085, 0.236, 0.054, 0.305, 0.353, 0.294, 0.246, 0.354, 0.345, 0.307, 0.142, 0.220, 0.347, 0.204, 0.336, 0.341, 0.354, 0.518, 0.444, -0.527, 0.211, -0.377, 0.350, 0.220, 0.353, 0.263, -0.717, 0.289, 0.191, 0.345, 0.490, -0.319, -0.427, 0.255, 0.306, 0.305, 0.120, 0.285, 0.564, 0.433, -0.203, 0.325, 0.303, 0.241, 0.246, -0.064, 0.286, 0.387, 0.295, 0.152, 0.322, -0.238, 0.134, 0.244, 0.366, 0.241, 0.220, 0.322, 0.048, 0.198, 0.060]
}